Record 1
13
Properties=species:S:1:pos:R:3 method="wB97M-V/def2-TZVPD" orbital_gap_ha="0.3109 / 0.3296" total_charge=0 largest_force_ev_per_a=2.71 de_lowest_kcal_mol=142.6 e_homo_ha="-0.3342 / -0.3441"
C -2.321 0.004 -2.014
C -1.504 -0.887 -1.165
C -1.227 1.480 -1.095
C -0.833 0.267 -0.617
C 2.388 -0.318 1.993
N -2.227 1.288 -2.033
H -2.103 -1.460 -0.461
H -0.872 -1.552 -1.748
H 2.196 0.112 2.965
H -0.860 2.451 -0.829
H 3.439 -0.210 1.752
H 2.130 -1.369 2.003
H 1.794 0.193 1.247

=====

Record 2
13
Properties=species:S:1:pos:R:3 method="wB97M-V/def2-TZVPD" orbital_gap_ha="0.3149 / 0.3112" total_charge=0 largest_force_ev_per_a=1.12 de_lowest_kcal_mol=133.9 e_homo_ha="-0.3472 / -0.3427"
N -2.890 0.016 -0.453
C -1.851 -0.478 -0.333
C -0.584 -1.211 -0.194
C 0.440 -0.573 0.713
C -0.286 2.125 -0.444
C 1.743 -0.585 0.454
H -0.162 -1.364 -1.193
H -0.844 -2.204 0.198
H 0.064 -0.147 1.641
H -0.343 2.969 0.281
H 0.110 2.633 -1.353
H 2.137 -1.001 -0.471
H 2.466 -0.179 1.155

=====

Record 3
13
Properties=species:S:1:pos:R:3 method="wB97M-V/def2-TZVPD" orbital_gap_ha=0.3318 total_charge=0 largest_force_ev_per_a=0.57 de_lowest_kcal_mol=72.6 e_homo_ha=-0.2938
N 0.750 -0.835 1.251
C 1.555 -0.511 0.384
C 1.083 0.351 -0.769
C -0.304 0.918 -0.631
C -0.042 -1.257 2.149
C -1.311 0.665 -1.461
H 1.156 -0.277 -1.666
H 1.825 1.147 -0.907
H -0.475 1.556 0.238
H -0.177 -0.686 3.061
H -0.578 -2.187 1.990
H -1.184 0.023 -2.331
H -2.298 1.092 -1.308

=====

Record 4
13
Properties=species:S:1:pos:R:3 method="wB97M-V/def2-TZVPD" orbital_gap_ha=0.3740 smiles="C=NC=C1CC1" total_charge=0 largest_force_ev_per_a=5.97 de_lowest_kcal_mol=110.1 e_homo_ha=-0.3327
C -2.902 0.040 0.058
N -1.836 -0.529 -0.305
C -0.458 0.638 -0.125
C 0.682 0.082 -0.226
C 2.120 0.329 0.017
C 1.594 -1.062 -0.081
H -3.744 -0.552 0.318
H -2.969 1.042 0.537
H -0.763 1.645 -0.322
H 2.732 0.948 -0.767
H 2.272 0.729 0.976
H 1.478 -1.477 0.890
H 1.795 -1.834 -0.970

=====

Record 5
13
Properties=species:S:1:pos:R:3 method="wB97M-V/def2-TZVPD" orbital_gap_ha=0.2506 total_charge=0 largest_force_ev_per_a=4.75 de_lowest_kcal_mol=190.9 e_homo_ha=-0.2877
C 0.046 0.363 -1.560
C 0.406 -0.594 -0.400
C -0.676 -0.422 0.710
N -1.849 0.051 0.268
C 0.635 0.482 0.895
C 1.698 -0.016 0.373
H 0.717 1.212 -1.454
H 0.293 0.043 -2.570
H -1.016 0.588 -1.357
H -0.841 -1.236 1.412
H -2.320 0.569 1.011
H 0.507 1.381 1.469
H 2.287 -0.918 0.505

=====

Record 6
13
Properties=species:S:1:pos:R:3 method="wB97M-V/def2-TZVPD" orbital_gap_ha=0.3339 smiles=Cc1ccc[nH]1 total_charge=0 largest_force_ev_per_a=0.42 de_lowest_kcal_mol=1.2 e_homo_ha=-0.2950
C 1.925 -0.031 -0.105
C 0.436 0.081 0.003
C -0.405 1.153 0.147
C -1.745 0.661 0.117
C -1.680 -0.699 -0.029
N -0.349 -1.036 -0.119
H 2.347 -0.763 0.594
H 2.232 -0.333 -1.114
H 2.393 0.932 0.106
H -0.089 2.181 0.259
H -2.651 1.247 0.190
H -2.459 -1.448 -0.095
H 0.044 -1.945 0.046

=====

Record 7
13
Properties=species:S:1:pos:R:3 method="wB97M-V/def2-TZVPD" orbital_gap_ha=0.3618 smiles="C/C=C/CC#N" total_charge=0 largest_force_ev_per_a=4.56 de_lowest_kcal_mol=66.5 e_homo_ha=-0.3261
C -1.767 0.921 -0.037
C -0.441 0.292 -0.397
C 0.081 -0.698 0.334
C 1.456 -1.129 0.118
C 1.998 0.224 -0.034
N 1.802 1.325 -0.135
H -2.229 1.399 -0.879
H -1.563 1.493 0.911
H -2.427 0.057 0.183
H -0.005 0.571 -1.349
H -0.472 -1.010 1.166
H 1.489 -1.697 -0.848
H 2.078 -1.749 0.967

=====

Record 8
14
Properties=species:S:1:pos:R:3 method="wB97M-V/def2-TZVPD" orbital_gap_ha=0.3526 total_charge=+1 largest_force_ev_per_a=5.29 de_lowest_kcal_mol=110.5 e_homo_ha=-0.5423
H -3.001 0.312 1.387
N -2.150 0.097 0.949
C -1.829 0.479 -0.186
C -0.584 -0.110 -0.773
N -0.036 -0.656 0.414
C 1.157 -0.589 0.800
C 2.080 0.192 0.097
C 2.979 0.506 -0.643
H -2.335 1.131 -0.941
H -0.697 -0.843 -1.516
H -0.133 0.774 -1.150
H -0.668 -1.072 1.149
H 1.534 -1.039 1.653
H 3.684 0.818 -1.240